# 1
The following is a quantum chemistry calculation of the molecule C8H13BO2, from the Open Molecules 2025 dataset.

Positions of all 24 atoms, in Å:
O (-2.14431, -2.87633, 1.51323)
O (-2.33350, -1.32485, -0.82148)
C (0.86053, 2.43271, -0.34840)
C (-0.31348, 0.24318, -0.66480)
C (-0.14493, 0.36309, -2.18790)
C (1.00987, -0.09115, 0.05025)
C (1.04106, -1.14385, 1.15728)
C (0.09628, -1.85173, 1.83805)
C (0.33764, 1.20841, 0.30462)
C (-1.41839, -1.65933, 1.60880)
B (-1.41288, -0.83535, -0.02696)
H (1.21945, 2.20790, -1.40356)
H (-0.54149, 1.23014, -2.76081)
H (-0.18153, 1.50277, 1.33735)
H (0.89994, 0.43144, -2.53633)
H (2.05356, -1.37192, 1.54303)
H (0.13196, 3.31116, -0.22723)
H (1.70593, 2.71280, 0.32277)
H (-1.73000, -1.05043, 2.47746)
H (-2.94401, -2.11745, -0.67138)
H (-2.85557, -2.90566, 2.13219)
H (0.63826, -2.29948, 2.66258)
H (-0.43203, -0.46152, -2.79872)
H (1.80450, 0.07275, -0.70681)

Atomic forces in eV per Å
0.658 -0.060 -0.834
-2.322 -1.802 -1.909
1.002 1.500 0.565
-1.634 -2.542 1.039
0.685 1.369 -0.934
-0.193 -0.417 0.459
0.732 -0.205 -0.118
0.715 1.724 -1.337
-2.238 0.901 1.115
2.184 1.648 -1.490
0.832 0.186 2.105
-0.510 0.838 1.422
-0.469 -0.170 1.016
1.100 -1.319 -2.219
0.150 0.016 0.789
-0.403 0.460 -0.414
0.876 -1.347 -0.788
-0.050 0.259 -0.925
-0.376 -0.100 -0.552
1.700 1.758 0.534
-0.588 0.152 0.685
-1.050 -0.885 0.387
-0.909 -1.114 0.237
0.108 -0.849 1.168

Computed properties:
Kohn-Sham gap, eV: 9.27
Charge: 0
SMILES: C[C@@H]1[C@H]2C=C[C@H](O)B(O)[C@@]12C
Maximum force, Eh/bohr: 0.0682
Energy above the lowest of the compared OMol25 structures with the same formula, charge and spin, eV: 4.018
LUMO energy, eV: 0.55

These are the Löwdin partial charges, in e, on atoms 1 to 2: -0.05 0.16

# 2
The following is a quantum chemistry calculation of the molecule C4H5NO, from the Open Molecules 2025 dataset.

Positions of all 11 atoms, in Å:
O (0.48907, 0.82785, 0.72045)
N (-1.63767, 0.43149, 1.59326)
C (-0.91228, -0.42502, -0.59852)
C (1.29057, 0.09385, -0.20730)
C (0.29119, -0.52545, -1.15607)
C (-0.77480, 0.30531, 0.67905)
H (1.77144, -0.62923, 0.45999)
H (-1.23638, 0.96410, 2.36687)
H (2.03632, 0.73367, -0.69280)
H (0.52416, -0.94488, -2.13130)
H (-1.86524, -0.78012, -0.96572)

Atomic forces in eV per Å
-0.134 0.155 0.062
0.215 0.102 -0.207
0.064 0.058 -0.083
0.053 0.037 0.018
-0.132 0.007 0.212
-0.362 0.033 0.091
0.434 -0.332 -0.681
-0.111 -0.030 -0.043
-0.226 -0.011 0.242
0.077 -0.058 0.352
0.123 0.039 0.037

Computed properties:
Kohn-Sham gap, eV: 10.41
Charge: 0
SMILES: [H]/N=C1/C=CCO1
Maximum force, Eh/bohr: 0.0170
Energy above the lowest of the compared OMol25 structures with the same formula, charge and spin, eV: 0.888
LUMO energy, eV: 0.85

These are the Löwdin partial charges, in e, on atoms 1 to 2: -0.03 0.15

# 3
The following is a quantum chemistry calculation of a structure of composition C22H26N4O2RuS3Si, from the Open Molecules 2025 dataset.

Positions of all 59 atoms, in Å:
Ru (-0.66746, -0.32611, -0.26747)
S (-1.44769, 0.72900, -3.19287)
S (-1.36509, -2.47726, -0.02996)
S (-0.06686, -0.41091, 1.86431)
Si (1.64602, -0.63534, -0.50042)
O (-2.63834, 1.32608, -3.74252)
O (-1.74143, -0.22577, -2.09516)
N (-0.32636, 1.80771, -0.51563)
N (0.96874, -2.56944, -7.50111)
N (0.40517, 3.65104, -1.83272)
N (-0.33877, 1.77270, -2.88232)
C (0.31229, -0.41035, -6.61418)
C (3.43642, -4.30587, 1.86664)
C (2.09071, -0.98114, -2.30378)
C (-0.10992, -2.40241, -5.33604)
C (-1.08157, -4.39087, 1.95168)
C (-0.85477, -2.95550, 1.56284)
C (0.25928, -2.41193, 3.75387)
C (-0.12582, 2.41078, -1.72120)
C (2.00642, -3.41893, 0.14670)
C (-0.71501, -0.25929, -4.45329)
C (2.52559, -4.50452, 0.83669)
C (0.56086, 4.35495, -0.73188)
C (2.37248, -2.10623, 0.45857)
C (-0.20456, 2.57237, 0.57476)
C (0.37449, -1.80141, -6.49336)
C (0.20471, 3.88375, 0.52936)
C (2.71360, 0.85544, -0.02194)
C (3.82118, -3.01413, 2.19182)
C (-0.65053, -1.63465, -4.31589)
C (3.29505, -1.93262, 1.49289)
C (-0.23308, 0.35474, -5.60305)
C (-0.27278, -2.06659, 2.38759)
H (3.60459, -0.93411, 1.77696)
H (0.98809, 5.34665, -0.85428)
H (1.27389, -3.58994, -0.63467)
H (1.63266, -1.89750, -2.67839)
H (1.79080, -0.16058, -2.96027)
H (2.21033, -5.50866, 0.57616)
H (3.17782, -1.10007, -2.36101)
H (2.38780, 1.75885, -0.54495)
H (2.66619, 1.05651, 1.05022)
H (3.84087, -5.15156, 2.41068)
H (-0.33097, -4.73408, 2.66608)
H (0.30103, 4.47870, 1.42460)
H (0.68377, -1.52778, 4.23008)
H (0.70196, 0.06679, -7.50641)
H (-0.52210, -2.80451, 4.41084)
H (3.75708, 0.67927, -0.30097)
H (4.53054, -2.84451, 2.99412)
H (0.92890, -2.15594, -8.41881)
H (-1.03592, -5.03509, 1.07253)
H (-0.27796, 1.43222, -5.69206)
H (-1.01140, -2.09766, -3.40629)
H (-0.04971, -3.47922, -5.22505)
H (-2.06700, -4.52631, 2.40841)
H (1.05165, -3.16436, 3.69018)
H (-0.40862, 2.07876, 1.51594)
H (0.67851, -3.53409, -7.51405)

Atomic forces in eV per Å
-0.006 0.181 -0.047
0.009 0.141 0.049
0.069 -0.161 0.013
-0.014 -0.021 0.066
-0.065 -0.058 0.057
-0.055 -0.043 0.000
0.018 -0.023 -0.011
-0.172 0.109 0.138
0.006 -0.004 0.004
-0.091 0.065 0.075
0.042 -0.085 -0.091
0.004 -0.026 -0.006
-0.014 -0.025 -0.020
0.004 -0.003 -0.012
-0.007 -0.010 0.037
-0.011 -0.011 -0.004
0.011 0.017 -0.033
0.001 -0.016 0.017
0.226 -0.099 -0.132
-0.002 0.067 -0.041
0.037 0.063 -0.048
-0.002 -0.026 0.020
-0.074 -0.068 0.096
0.128 -0.052 -0.063
0.035 -0.052 0.041
0.006 0.031 -0.017
0.082 0.054 -0.142
-0.069 0.040 -0.040
0.007 0.060 -0.013
-0.009 -0.014 -0.007
-0.035 -0.078 0.034
-0.004 -0.011 0.010
0.001 0.047 0.046
-0.007 0.036 -0.009
0.012 -0.003 -0.008
0.001 -0.010 -0.004
-0.018 -0.015 0.017
0.011 -0.004 0.012
0.003 -0.001 0.006
-0.001 0.017 -0.050
0.003 -0.042 -0.006
-0.005 0.029 0.006
-0.002 0.000 0.002
0.007 0.005 -0.001
0.014 0.001 0.002
-0.001 0.001 0.002
-0.001 -0.002 0.001
-0.006 0.002 -0.001
-0.001 -0.047 0.046
-0.002 0.000 0.000
-0.003 0.001 -0.001
-0.005 0.004 0.002
-0.005 -0.001 0.013
-0.008 -0.003 -0.004
-0.001 0.003 0.002
0.000 0.002 0.002
0.001 0.015 -0.010
-0.040 0.026 0.003
-0.004 0.000 0.000

Computed properties:
Kohn-Sham gap (spin up / spin down), eV: 6.45 / 6.68
Charge: -1
Maximum force, Eh/bohr: 0.0054
Energy above the lowest of the compared OMol25 structures with the same formula, charge and spin, eV: 0.103
LUMO energy (spin up / spin down), eV: 2.72 / 2.72
Multiplicity: 2

These are the Löwdin partial charges, in e, on atoms 1 to 2: 0.48 0.60

# 4
The following is a quantum chemistry calculation of a structure of composition C8H5AsO2S6Tc, from the Open Molecules 2025 dataset.

Positions of all 23 atoms, in Å:
Tc (1.11029, -2.47669, 1.22713)
As (2.98553, -5.26494, -0.68718)
S (-0.47859, -3.58557, 0.60336)
S (1.04697, -3.03619, 4.64432)
S (3.06628, -3.50065, 0.81011)
S (3.81320, -6.87026, 0.10866)
S (1.36433, -0.31839, 0.98206)
S (2.27828, -4.69952, -2.45382)
O (-2.21143, 4.67052, -1.80082)
O (-3.73230, 3.18370, -1.17049)
C (-0.97813, 0.26462, -0.29549)
C (-1.52266, 2.55964, -0.75065)
C (-1.84230, 1.19123, -0.80246)
C (0.56638, 2.09254, 0.33785)
C (-2.58934, 3.50163, -1.26756)
C (0.23061, 0.71852, 0.28661)
C (-0.32900, 3.00243, -0.17797)
C (1.06804, -2.79425, 3.18726)
H (-1.21497, -0.78967, -0.33196)
H (-1.25109, 4.78038, -1.87301)
H (-2.78710, 0.89409, -1.23902)
H (1.50170, 2.41928, 0.77427)
H (-0.09471, 4.05754, -0.11118)

Atomic forces in eV per Å
0.276 -1.786 -0.558
-0.035 -0.461 -0.609
0.534 0.518 0.210
-0.016 -0.208 1.043
-0.597 0.774 0.618
0.163 -0.193 0.434
0.427 0.444 0.288
-0.248 0.333 -0.200
0.121 -0.221 0.166
-0.168 -0.072 0.009
0.067 0.220 0.095
0.007 0.076 -0.006
-0.084 -0.038 -0.048
-0.170 -0.013 -0.142
0.225 0.379 -0.168
-0.304 -0.097 -0.183
0.071 0.043 0.016
-0.043 0.346 -0.965
0.046 0.008 0.013
-0.206 -0.065 -0.028
0.008 0.052 0.010
-0.026 -0.043 0.028
-0.048 0.003 -0.023

Computed properties:
Kohn-Sham gap (spin up / spin down), eV: 5.62 / 5.30
Charge: +2
Maximum force, Eh/bohr: 0.0368
LUMO energy (spin up / spin down), eV: -10.15 / -10.40
Multiplicity: 2

These are the Löwdin partial charges, in e, on atoms 1 to 2: 0.24 -0.17

# 5
The following is a quantum chemistry calculation of the molecule C6H10BN, from the Open Molecules 2025 dataset.

Positions of all 18 atoms, in Å:
N (-0.00242, -0.27413, 1.83896)
C (0.65242, -2.43285, 0.99634)
C (-0.53950, 2.19881, -0.93010)
C (-0.43852, 0.99503, 1.36961)
C (0.16445, -1.01878, 0.80890)
C (0.04568, -0.21005, -0.55353)
C (-0.26458, 1.02099, -0.05577)
B (0.38205, -0.73818, -1.90979)
H (0.07712, 3.03022, -0.96005)
H (1.36166, -2.75676, 0.28669)
H (-0.38693, 1.87618, -1.92349)
H (1.09141, -2.44806, 1.89716)
H (0.02544, 1.79799, 1.92911)
H (-0.24274, -3.04080, 1.01918)
H (0.18209, -0.17847, -2.92133)
H (-1.48281, 1.23260, 1.57943)
H (-1.56219, 2.69169, -0.65245)
H (0.93737, -1.74544, -1.81888)

Atomic forces in eV per Å
-0.824 -1.091 -0.003
-2.497 1.255 -2.174
-2.598 -0.150 1.096
0.048 0.896 1.243
1.377 0.903 -1.253
-0.356 -0.481 3.408
0.002 0.691 -2.581
0.007 0.372 0.269
1.881 1.563 1.105
0.489 -0.377 -1.158
-0.974 -0.477 -1.412
1.465 -0.259 3.460
0.620 0.334 -0.052
0.019 -0.616 -0.160
-0.069 0.163 -0.358
-0.460 -0.467 0.113
1.455 -1.228 -0.951
0.415 -1.030 -0.591

Computed properties:
Kohn-Sham gap, eV: 9.16
Charge: 0
SMILES: BC1=C(C)CN=C1C
Maximum force, Eh/bohr: 0.0732
Energy above the lowest of the compared OMol25 structures with the same formula, charge and spin, eV: 1.318
LUMO energy, eV: -0.23

These are the Löwdin partial charges, in e, on atoms 1 to 2: 0.08 -0.02

# 6
The following is a quantum chemistry calculation of a cluster of 2 separate species, C5H7N2O3 in total, from the Open Molecules 2025 dataset.

Positions of all 17 atoms, in Å:
O (0.00531, 2.13138, -0.29900)
O (2.01861, -2.45807, 3.31719)
O (2.30184, -2.45492, 0.87635)
N (-0.42428, 0.88690, -2.09508)
N (0.47028, 1.06680, -1.20045)
C (1.36141, -1.36512, 1.06977)
C (0.09820, -1.39232, 0.24160)
C (1.78207, -2.18862, 2.15042)
C (-1.54914, 1.56790, -1.88062)
C (-1.37585, 2.34138, -0.61978)
H (1.92375, -0.37044, 1.12172)
H (-2.55293, 1.59403, -2.37446)
H (-1.86979, 1.76574, 0.18396)
H (-0.83945, -1.70456, 0.79519)
H (0.27623, -2.26900, -0.42539)
H (-1.71752, 3.34857, -0.45717)
H (0.09126, -0.49966, -0.40424)

Atomic forces in eV per Å
-0.247 0.953 -0.251
-0.695 -0.010 -2.816
0.570 -1.241 1.975
-1.395 0.121 0.085
0.805 0.280 -1.128
-0.643 2.870 0.274
-0.183 -2.046 0.134
1.456 -0.411 1.027
-0.316 1.041 -0.606
0.386 -2.178 1.854
-1.008 -1.067 -0.484
1.521 -0.635 -0.150
-0.834 0.138 0.397
1.029 0.921 -0.371
-0.162 0.516 0.157
0.223 0.892 -0.615
-0.505 -0.144 0.518

Computed properties:
Kohn-Sham gap, eV: 5.37
Charge: -1
Maximum force, Eh/bohr: 0.0574
Energy above the lowest of the compared OMol25 structures with the same formula, charge and spin, eV: 6.062
LUMO energy, eV: 3.44

These are the Löwdin partial charges, in e, on atoms 1 to 2: -0.23 0.09

# 7
The following is a quantum chemistry calculation of a structure of composition H22O11, from the Open Molecules 2025 dataset.

Positions of all 33 atoms, in Å:
O (3.49470, -2.19518, -0.06927)
O (1.45970, -0.77718, 2.41873)
O (-0.60630, 0.08282, -2.40027)
O (1.91570, -3.04818, -2.14427)
O (-2.33330, 2.61482, 0.32173)
O (2.34470, 1.27482, -2.24927)
O (-0.27930, 2.43582, 0.39073)
O (-2.12530, 0.16282, 2.61373)
O (0.21170, -0.25118, -0.12527)
O (-1.87230, -1.34918, 0.42273)
O (-3.18630, 0.53282, -1.04627)
H (2.00770, -1.53418, 2.39073)
H (0.73570, -0.77418, 0.38573)
H (1.96470, -3.05718, -3.10927)
H (0.25970, 2.26682, 1.12673)
H (-1.23030, 0.35382, -1.75927)
H (2.54670, 0.92382, -1.39027)
H (-2.66130, 3.13082, 1.12473)
H (-2.65130, -0.12818, -0.55027)
H (-0.08930, 0.44282, 0.50473)
H (0.47070, 2.80582, -0.24327)
H (-3.10530, 1.34982, -0.68027)
H (3.65170, -3.17418, 0.21173)
H (0.29670, -0.09418, -1.96827)
H (-1.41030, 2.64582, 0.26573)
H (0.66870, -0.84818, 2.83573)
H (-2.80830, 0.72882, 2.86673)
H (-1.96130, -0.68518, 1.04073)
H (-1.45630, 0.42482, 3.18973)
H (2.75570, -2.32318, -0.61027)
H (2.65670, 2.16882, -2.03627)
H (-0.97930, -1.71618, 0.26573)
H (1.31470, -2.39018, -1.99427)

Atomic forces in eV per Å
2.018 -2.452 2.752
2.866 2.540 -2.350
3.255 -0.963 -1.857
2.089 -2.489 -1.039
-8.261 1.579 2.041
0.322 1.115 0.352
9.317 0.908 -3.197
0.192 -1.493 -1.351
-0.749 3.081 -0.764
-0.681 -4.102 -2.597
-0.279 -4.432 -2.032
0.407 -1.395 0.286
2.772 -2.247 2.572
0.240 -0.186 0.163
0.862 -0.401 2.277
-0.968 0.280 1.159
-0.015 -1.286 0.688
0.766 -1.001 -1.949
-0.654 0.508 -0.406
0.129 -0.727 -1.065
-2.456 -1.143 1.218
0.529 3.621 1.999
-0.099 2.661 -0.670
-2.799 0.957 -0.893
-0.079 0.889 0.016
-3.248 -1.252 2.083
-2.226 1.345 0.200
0.551 1.841 2.508
2.050 0.442 1.528
-1.580 -0.192 -1.817
-0.151 0.146 -0.962
-1.258 1.123 0.477
-2.861 2.722 0.631

Computed properties:
Kohn-Sham gap, eV: 9.03
Charge: 0
Maximum force, Eh/bohr: 0.1924
Energy above the lowest of the compared OMol25 structures with the same formula, charge and spin, eV: 5.976
LUMO energy, eV: -0.63

These are the Löwdin partial charges, in e, on atoms 1 to 2: -0.08 0.02